--- A ---
A molecular structure, C3H9N2S, computed with ωB97M-V/def2-TZVPD.

Calculated values
frontier orbital gap (spin up / spin down) = 0.3003 / 0.3002 hartree
HOMO level (spin up / spin down) = -0.4459 / -0.4459 Eh
E_LUMO (spin up / spin down) = -3.964 / -3.965 eV
net charge = +1

Last column: Mulliken charge in e.
CARTESIAN COORDINATES (ANGSTROEM)
C  -0.8459  1.6246  -0.0932  -0.254
C  -1.1697  0.3961  -0.8891  -0.474
C  1.0728  0.4220  0.0186  -0.215
N  0.3944  1.5648  0.2942  0.059
N  0.1387  -0.3276  -0.9253  -0.044
S  2.7602  0.5020  -0.5227  -0.229
H  -1.5345  2.3926  0.1933  0.444
H  0.2855  -2.7160  1.0350  0.209
H  -1.9241  -0.2142  -0.3863  0.294
H  -1.5390  0.6359  -1.8891  0.339
H  0.4684  -2.0060  1.3171  -0.141
H  0.8369  2.2795  0.8636  0.253
H  0.0655  -1.2987  -0.5903  0.170
H  0.5489  -0.3552  -1.8674  0.408
H  3.2949  -0.1813  0.4960  0.180


--- B ---
A gas-phase ion, C3H9N2S (charge +1), computed with ωB97M-V/def2-TZVPD.

Calculated values
frontier orbital gap = 0.3727 hartree
HOMO level = -0.4991 Eh
SMILES = S[C@H]1NCC[NH2+]1
E_LUMO = -3.441 eV
net charge = +1

Last column: Mulliken charge in e.
CARTESIAN COORDINATES (ANGSTROEM)
S  2.2863  -0.0089  0.3699  -0.177
C  0.7656  -0.0586  -0.8324  -0.332
N  -0.0757  -1.1728  -0.6028  -0.345
C  -0.8041  -1.0046  0.7118  -0.518
C  -1.2289  0.4015  0.5804  -0.378
N  -0.0755  1.0471  -0.2462  -0.095
H  2.9522  0.8155  -0.4156  0.171
H  1.1959  0.1959  -1.8312  0.446
H  0.2390  -2.0688  -0.9679  0.237
H  -0.0660  -1.1299  1.6630  0.230
H  -1.5891  -1.6587  0.5663  0.403
H  -2.3193  0.3930  0.2265  0.268
H  -1.3920  0.8559  1.5106  0.337
H  -0.3915  1.6913  -1.0084  0.362
H  0.5032  1.7021  0.2760  0.392


Which structure is the least stable? The one labeled A.


--- A ---
C6H9NO3 in the gas phase, computed with ωB97M-V/def2-TZVPD.

Calculated values
frontier orbital gap = 0.3667 hartree
HOMO level = -0.3416 Eh
SMILES = CO[C@H]1C(=O)N[C@@H]1C(C)=O
E_LUMO = 0.683 eV

Last column: Mulliken charge in e.
CARTESIAN COORDINATES (ANGSTROEM)
C  1.2254  -0.7281  -2.2912  -0.637
O  1.7282  -0.2804  -1.0517  -0.394
C  0.8595  -0.4035  -0.0694  0.494
C  1.1923  -0.0032  1.3779  -0.134
O  2.1048  -0.1240  2.0022  -0.414
N  0.0796  0.8968  1.3990  -0.281
C  -0.3344  0.6583  0.0376  -0.483
C  -1.7577  0.1174  0.0375  0.429
C  -2.5651  0.5024  -1.3009  -1.439
O  -2.2039  -0.5267  0.8462  -0.412
H  2.0589  -0.7206  -2.8005  0.426
H  0.1464  -0.2478  -2.7902  0.086
H  0.9830  -1.8026  -1.9939  0.346
H  0.2706  -1.5579  -0.1304  0.252
H  -0.1368  1.7112  2.1534  0.271
H  -0.3581  1.5242  -0.3770  0.723
H  -3.5565  -0.2763  -1.3172  0.252
H  -2.0953  0.2853  -2.2740  0.329
H  -2.6227  1.3957  -1.3860  0.583


--- B ---
A molecular structure, C6H9NO3, computed with ωB97M-V/def2-TZVPD.

Calculated values
frontier orbital gap = 0.3748 hartree
HOMO level = -0.3543 Eh
E_LUMO = 0.558 eV

Last column: Mulliken charge in e.
CARTESIAN COORDINATES (ANGSTROEM)
C  0.0047  2.3968  0.8811  -1.494
C  0.0884  1.0370  0.2591  0.724
C  0.3374  0.7660  -1.2222  -0.460
N  -0.4935  -0.4761  -1.1355  -0.147
C  -0.9461  -0.0860  0.2114  -0.480
C  0.2981  -0.2309  1.0369  -0.117
O  1.0974  -1.2849  0.5620  -0.724
C  0.2640  -1.6413  -1.2095  0.717
O  0.8880  -2.0209  -2.1734  -0.541
H  -0.4084  2.3403  1.8969  0.348
H  1.0024  2.8539  0.9441  0.335
H  -0.6416  3.0561  0.2855  0.321
H  -0.1416  1.5064  -1.8741  0.329
H  1.3859  0.6328  -1.5229  0.282
H  -1.9820  -0.1674  0.5395  0.332
H  0.1953  -0.1690  2.1213  0.376
O  -0.2772  -3.1394  -0.3202  -0.703
H  0.4773  -2.4660  0.6988  0.553
H  -1.1486  -2.9075  0.0213  0.349


--- C ---
C6H9NO3 in the gas phase, computed with ωB97M-V/def2-TZVPD.

Calculated values
frontier orbital gap = 0.2897 hartree
HOMO level = -0.3173 Eh
SMILES = CC(=O)[C@@]1(N)C[C@H]1C(=O)O
E_LUMO = -0.750 eV

Last column: Mulliken charge in e.
CARTESIAN COORDINATES (ANGSTROEM)
C  -0.8743  1.6286  -0.7178  -1.449
C  -0.5693  0.6598  0.4187  0.938
O  -0.9909  0.7751  1.5678  -0.583
C  0.9856  0.1316  0.2459  0.058
N  2.0758  1.0319  0.0459  -0.620
C  1.1415  -1.1423  1.0531  -0.852
C  0.6404  -1.1306  -0.3345  0.033
C  -1.2507  -1.1010  -0.4833  0.456
O  -1.6899  -1.1249  -1.6118  -0.561
O  -1.7925  -1.8255  0.5179  -0.410
H  -0.6546  1.1890  -1.6890  0.395
H  -1.9340  1.8794  -0.6836  0.339
H  -0.2631  2.5226  -0.5827  0.398
H  1.8861  1.7662  -0.6305  0.276
H  2.3284  1.4883  0.9188  0.293
H  2.1233  -1.5911  1.1863  0.315
H  0.4524  -1.2425  1.8890  0.192
H  0.9402  -1.6123  -1.2533  0.434
H  -2.5545  -2.3024  0.1432  0.349


--- D ---
2 unconnected molecules or ions with the total composition C6H9NO3, computed with ωB97M-V/def2-TZVPD.

Calculated values
frontier orbital gap = 0.3861 hartree
HOMO level = -0.3792 Eh
SMILES = C[C@@]1(C#N)OC[C@@H]1C=O.O
E_LUMO = 0.190 eV

Last column: Mulliken charge in e.
CARTESIAN COORDINATES (ANGSTROEM)
C  2.3198  -0.2631  3.3036  -1.464
C  0.9714  0.2175  2.7886  1.615
C  0.7884  -0.2077  1.3755  -0.333
N  0.7265  -0.6178  0.2973  -0.448
O  -0.1210  -0.2456  3.5932  -0.454
C  -0.4446  1.0772  4.0580  -0.482
C  0.6332  1.6857  3.1462  0.049
C  0.4944  2.8208  2.1949  -0.221
O  0.3172  2.6954  0.9901  -0.486
H  2.4165  0.0252  4.3581  0.381
H  2.3963  -1.3537  3.2170  0.369
H  3.1330  0.2075  2.7353  0.351
H  -1.4784  1.3645  3.8263  0.273
H  -0.2676  1.1916  5.1351  0.255
H  1.4487  2.2002  3.7622  0.265
H  0.8436  3.8048  2.5741  0.336
O  -2.4966  2.0940  0.9602  -0.632
H  -1.9858  2.8865  0.5954  0.321
H  -3.1963  2.5112  1.4716  0.305


Which structure is the least stable? The one labeled A.


--- A ---
9 unconnected molecules or ions with the total composition C4H24NO11, computed with ωB97M-V/def2-TZVPD.

Calculated values
frontier orbital gap = 0.3283 hartree
HOMO level = -0.2220 Eh
E_LUMO = 2.894 eV
net charge = -1

Last column: Mulliken charge in e.
CARTESIAN COORDINATES (ANGSTROEM)
C  0.1800  -1.4258  -2.6400  -0.855
N  -0.9191  -0.8235  -1.8821  -0.304
C  -0.4043  -0.4686  -0.4858  1.748
C  -1.5563  -0.2513  0.4734  -1.219
O  -1.2672  -0.4876  1.8442  -0.420
C  0.5301  0.7994  -0.5517  0.446
O  1.3620  0.8172  0.3902  -0.895
O  0.4781  1.5266  -1.5829  -0.954
H  0.0216  -1.2063  -3.7591  0.308
H  0.0675  -2.5016  -2.4414  0.282
H  1.2050  -1.1421  -2.3689  0.294
H  -1.2404  0.0724  -2.2440  0.338
H  0.2839  -1.3029  -0.0974  -0.794
H  -2.1029  0.6922  0.2972  0.222
H  -2.3494  -0.9993  0.2800  0.513
H  -0.9706  0.3891  2.2447  0.391
H  -0.7483  3.0410  -1.2353  0.396
H  -0.2458  4.4677  -1.5584  0.348
O  -0.8927  3.9769  -0.9966  -0.781
H  -2.1653  -2.2726  -0.9165  0.252
H  -1.6408  -3.4926  -0.2160  0.350
O  -2.3526  -3.2155  -0.8050  -0.668
H  2.8588  3.0212  -0.5255  0.294
H  2.2523  2.1648  -1.6251  0.360
O  2.6806  2.9829  -1.5152  -0.675
H  1.8143  -0.6104  1.2734  0.385
H  1.3098  -1.5030  2.4856  0.282
O  1.8409  -1.4838  1.6870  -0.699
H  1.2644  3.9745  1.0398  0.295
H  -0.1751  3.8762  0.5054  0.475
O  0.3043  3.9824  1.3098  -0.728
H  1.9790  -2.9808  0.4439  0.408
H  0.9299  -3.4180  -0.5225  0.323
O  1.7832  -3.7220  -0.1591  -0.697
H  -0.3178  2.4742  2.0627  0.392
H  0.7700  1.4740  2.1572  0.372
O  -0.0664  1.7010  2.6104  -0.757
H  -2.0621  -2.2175  2.5725  0.332
H  -0.7691  -2.8512  2.1713  0.302
O  -1.6696  -3.0574  2.2800  -0.662


--- B ---
9 unconnected molecules or ions with the total composition C4H24NO11, computed with ωB97M-V/def2-TZVPD.

Calculated values
frontier orbital gap = 0.2992 hartree
HOMO level = -0.1953 Eh
E_LUMO = 2.828 eV
net charge = -1

Last column: Mulliken charge in e.
CARTESIAN COORDINATES (ANGSTROEM)
O  -0.9313  -0.8521  -3.2463  -0.599
C  -0.1648  -0.1430  -2.6490  0.027
O  0.1204  1.0899  -3.1111  -0.527
C  0.6184  -0.6358  -1.4512  0.038
C  -0.0738  -0.0037  -0.2366  1.188
C  0.6419  -0.1079  1.0971  0.543
O  0.5484  -1.3926  1.5582  -0.926
N  0.6996  -2.0933  -1.4022  -0.685
H  0.6713  1.5368  -2.4382  0.434
H  1.6575  -0.2990  -1.5373  0.397
H  -0.4206  1.0316  -0.4042  0.678
H  -1.0386  -0.4979  -0.1475  -1.051
H  0.2807  0.6603  1.8300  0.352
H  1.6912  0.2667  1.0633  -0.957
H  1.4973  -2.3786  -0.8554  0.349
H  -0.0986  -2.3912  -0.8544  0.346
H  -2.7888  2.2908  0.4583  0.356
H  -2.4517  2.6212  1.7712  0.319
O  -2.3751  3.0497  0.9271  -0.660
H  -0.7278  -2.0959  1.7742  0.426
H  -1.3963  -2.4294  3.1188  0.274
O  -1.5183  -2.6135  2.1899  -0.836
H  -3.1799  -0.3180  0.5799  0.375
H  -4.4230  0.5768  0.1445  0.255
O  -3.5778  0.5691  0.5795  -0.666
H  2.6638  -0.5907  2.9690  0.277
H  2.0725  -1.8942  2.5097  0.403
O  2.7471  -1.5326  3.1317  -0.688
H  2.7154  2.1140  -1.2699  0.264
H  1.4491  2.9465  -0.6613  0.379
O  1.8514  2.4965  -1.4136  -0.680
H  -0.5250  3.5539  1.2192  0.371
H  0.3459  2.3326  1.2387  0.237
O  0.3972  3.2838  1.1022  -0.737
H  -2.3170  -1.9944  -0.8778  0.340
H  -2.3321  -2.3620  0.6801  0.453
O  -2.8588  -2.1086  -0.0941  -0.769
H  3.2587  0.7034  0.4821  0.073
H  4.4416  0.0846  1.1236  0.337
O  4.2221  0.6862  0.4282  -0.708


Which structure is the least stable? The one labeled B.